Entry 1:
Molecular formula: C32H55FN10O8P2S2
Method: DFT, the ωB97M-V functional and the def2-TZVPD basis

Last column: Löwdin charge in e.
Element x y z (Å)
H: -2.1664 0.3373 5.0280  0.059
N: -2.8468 1.0928 4.9152  0.129
C: -2.5346 1.8038 3.9144  -0.251
C: -1.2842 1.6352 3.0717  -0.181
C: -1.4454 1.3872 1.5486  -0.447
P: -0.5367 -0.2726 1.2669  0.793
O: -0.8218 -1.2814 2.3036  -0.392
C: -0.9000 2.5605 0.6162  -0.344
C: -1.5437 3.8776 1.1480  -0.153
C: -1.6840 5.1022 0.2491  -0.183
C: -2.7533 6.0666 0.8293  -0.225
C: -2.3219 7.5371 0.8350  -0.096
S: 0.9183 2.6848 0.9197  0.665
C: 1.4559 4.3729 0.8669  -0.109
O: 1.6274 1.9689 -0.1081  -0.304
O: 1.1951 2.2279 2.2649  -0.329
C: -1.1566 2.2331 -0.8893  -0.209
C: -0.5859 3.2201 -1.9310  -0.169
O: -0.1913 2.6489 -3.1596  -0.152
O: 0.8807 1.7345 -2.9877  -0.033
C: -2.6186 1.9329 -1.2041  -0.585
F: -3.3991 3.0528 -0.9620  0.024
P: -2.8649 1.3029 -2.9874  1.030
C: -3.2704 2.8106 -3.9571  -0.252
C: -4.4610 0.3930 -2.9348  -0.267
O: -3.1050 0.8409 -0.4418  -0.222
S: -3.1598 1.0003 1.1519  0.618
O: -4.0234 2.0895 1.4722  -0.239
O: -3.4800 -0.2815 1.6606  -0.207
H: -3.1875 2.6342 3.6580  0.100
H: -0.7418 0.7984 3.5084  0.098
H: -0.6574 2.4968 3.2611  0.100
H: 0.8176 0.0235 1.1065  0.031
H: -0.9855 -0.6718 -0.0076  0.041
H: -0.9529 4.1989 2.0070  0.114
H: -2.5194 3.6569 1.5647  0.093
H: -1.9963 4.8741 -0.7589  0.087
H: -0.7687 5.6853 0.1764  0.092
H: -2.9934 5.7774 1.8514  0.106
H: -3.6721 5.9288 0.2638  0.107
H: -3.1961 8.1752 0.7370  0.070
H: -1.8771 7.7881 1.7949  0.072
H: -1.6187 7.7595 0.0391  0.069
H: 2.5254 4.3119 1.0425  0.089
H: 1.2129 4.8697 -0.0626  0.060
H: 1.0115 4.9222 1.6921  0.077
H: -0.6682 1.2800 -1.0856  0.111
H: 0.1969 3.8654 -1.5399  0.114
H: -1.3858 3.8785 -2.2510  0.104
H: 0.4835 0.8792 -3.2138  0.105
H: -2.6937 2.8114 -4.8754  0.037
H: -3.1030 3.7295 -3.4057  0.033
H: -4.3235 2.7813 -4.2213  0.011
H: -4.7857 0.1543 -1.9254  0.040
H: -4.3630 -0.5254 -3.4951  -0.002
H: -5.2416 0.9911 -3.3814  -0.003
C: 3.9325 2.4738 -3.0372  -0.066
C: 4.8400 2.9787 -4.0610  -0.288
N: 5.5377 3.3730 -4.8823  0.124
H: 2.9683 2.2404 -3.4825  0.056
H: 4.3498 1.5793 -2.5796  0.066
H: 3.7899 3.2243 -2.2637  0.082
C: 3.8233 1.3217 4.2153  -0.067
C: 4.8190 2.3676 4.0348  -0.288
N: 5.6050 3.1919 3.8921  0.119
H: 3.1801 1.2771 3.3388  0.053
H: 4.3123 0.3587 4.3473  0.085
H: 3.2155 1.5399 5.0912  0.085
C: 8.3822 0.3684 1.1696  -0.087
C: 7.3435 -0.6494 1.1362  -0.305
N: 6.5125 -1.4422 1.1188  0.112
H: 8.1009 1.1862 0.5123  0.041
H: 8.4997 0.7457 2.1835  0.081
H: 9.3263 -0.0542 0.8317  0.083
C: -0.8104 -4.4750 1.8208  -0.079
C: -0.7502 -5.9275 1.7253  -0.265
N: -0.7051 -7.0711 1.6466  0.138
H: -1.7343 -4.1690 2.3054  0.086
H: 0.0297 -4.1033 2.4020  0.080
H: -0.7732 -4.0391 0.8254  0.078
C: -4.1404 -2.9021 -6.2727  -0.068
C: -5.0250 -1.7867 -5.9633  -0.280
N: -5.7219 -0.9084 -5.7195  0.144
H: -4.1265 -3.6032 -5.4409  0.083
H: -4.4932 -3.4145 -7.1650  0.083
H: -3.1317 -2.5341 -6.4476  0.082
C: 0.9524 -9.9240 2.1740  -0.089
C: 1.2045 -11.0837 3.0190  -0.276
N: 1.4036 -11.9963 3.6853  0.128
H: 1.1281 -10.1832 1.1323  0.082
H: -0.0757 -9.5910 2.2877  0.055
H: 1.6156 -9.1098 2.4558  0.078
C: 3.5304 -14.8479 3.2394  -0.085
C: 3.5791 -16.3008 3.1421  -0.292
N: 3.6170 -17.4449 3.0650  0.116
H: 2.6043 -14.5327 3.7155  0.058
H: 4.3714 -14.4899 3.8291  0.081
H: 3.5807 -14.4102 2.2450  0.078
C: 6.4709 -0.7366 -3.3509  -0.060
C: 6.9479 0.2990 -2.4467  -0.269
N: 7.3278 1.1267 -1.7495  0.159
H: 7.2292 -1.5088 -3.4585  0.085
H: 5.5631 -1.1830 -2.9498  0.084
H: 6.2613 -0.3003 -4.3261  0.084
C: -7.0815 2.9765 -0.5116  -0.051
C: -6.8109 3.0089 -1.9424  -0.256
N: -6.5688 3.0324 -3.0638  0.151
H: -7.3743 1.9712 -0.2161  0.089
H: -6.1851 3.2601 0.0378  0.067
H: -7.8864 3.6682 -0.2730  0.084

Forces on atoms 1 to 3 (eV/Å):
-0.0706 -0.0770 0.0519
0.2266 0.2313 -0.3666
-0.1637 -0.1497 0.2407

Lowest unoccupied orbital energy in Ha: -0.0082
Structure (SMILES): [H]/N=C\C[C@]1([PH2]=O)[C@@](CCCC)(S(C)(=O)=O)[C@H](COO)[C@@](F)(P(C)C)OS1(=O)=O.CC#N.CC#N.CC#N.CC#N.CC#N.CC#N.CC#N.CC#N.CC#N
Kohn-Sham gap in eV: 9.0

***

Entry 2:
Molecular formula: C32H55N6O4PS2Zr
Method: DFT, the ωB97M-V functional and the def2-TZVPD basis

Last column: Löwdin charge in e.
Element x y z (Å)
Zr: 1.3835 0.3084 -0.7604  1.935
C: 0.9402 1.6078 -6.1129  0.046
N: 0.3778 1.0920 -4.8503  -0.076
C: -1.0316 0.6714 -4.9368  0.046
C: 1.0494 1.0250 -3.7482  -0.342
O: 0.5399 0.5468 -2.6603  -0.180
C: 2.4944 1.4886 -3.6657  -0.036
O: 2.9048 1.4659 -2.2898  -0.216
C: 3.3681 2.7080 -1.7450  -0.043
C: 2.2688 3.2554 -0.8514  -0.346
O: 1.3998 2.3840 -0.4554  -0.168
N: 2.2282 4.4948 -0.4886  -0.074
C: 1.1474 5.0298 0.3574  0.043
C: 3.2451 5.4801 -0.9131  0.044
H: 0.5075 2.5845 -6.3255  0.126
H: 0.6670 0.9196 -6.9102  0.123
H: 2.0224 1.6776 -6.0750  0.098
H: -1.5987 1.4802 -5.3943  0.122
H: -1.4245 0.4583 -3.9496  0.090
H: -1.0975 -0.2078 -5.5765  0.119
H: 2.6031 2.4908 -4.0794  0.152
H: 3.1378 0.8093 -4.2298  0.166
H: 3.6562 3.3955 -2.5376  0.147
H: 4.2517 2.4951 -1.1385  0.163
H: 0.3643 4.2908 0.4819  0.095
H: 0.7446 5.9163 -0.1295  0.123
H: 1.5643 5.3185 1.3213  0.118
H: 4.2141 5.0107 -1.0570  0.105
H: 3.3421 6.2186 -0.1215  0.119
H: 2.9188 5.9828 -1.8229  0.126
N: 1.5067 -2.1905 -3.4987  0.138
C: 2.5031 -2.2407 -2.5869  -0.660
N: 2.5854 -1.4511 -1.5073  -0.062
C: 3.7942 -1.6974 -0.8236  -0.320
C: 4.5720 -2.6422 -1.3758  -0.269
S: 3.8272 -3.3056 -2.7787  1.212
C: 4.0594 -0.8788 0.3526  -0.320
C: 5.0405 -0.9956 1.2623  -0.269
S: 4.9312 0.2544 2.4436  1.209
C: 3.5508 0.8887 1.6556  -0.664
N: 3.1879 0.2046 0.5648  -0.066
N: 2.9376 2.0097 2.0852  0.142
H: 0.5967 -1.8741 -3.2010  0.082
H: 1.4907 -2.9043 -4.2144  0.131
H: 5.5417 -2.9895 -1.0556  0.111
H: 5.8240 -1.7347 1.3201  0.110
H: 3.2221 2.3970 2.9740  0.132
H: 1.9708 2.1621 1.8375  0.093
O: 0.1557 -0.0125 0.7496  -0.523
P: -0.8920 -1.0116 1.4755  1.028
C: -2.4948 -0.1939 1.2347  -0.338
C: -2.6046 0.5427 -0.1136  -0.194
C: -3.8785 1.3944 -0.1349  -0.177
C: -5.1246 0.5650 0.1554  -0.177
C: -4.9898 -0.1837 1.4756  -0.165
C: -3.7411 -1.0662 1.4759  -0.181
C: -0.3639 -1.2158 3.2034  -0.336
C: -1.4903 -1.6542 4.1741  -0.158
C: -2.3376 -0.5022 4.7162  -0.173
C: -1.4815 0.6278 5.2783  -0.170
C: -0.4784 1.1257 4.2413  -0.190
C: 0.4149 -0.0192 3.7738  -0.185
C: -0.4672 -2.5955 0.6649  -0.342
C: -0.7354 -2.6449 -0.8428  -0.206
C: -2.1260 -3.1633 -1.2157  -0.174
C: -2.3940 -4.5195 -0.5651  -0.165
C: -2.2509 -4.4449 0.9513  -0.168
C: -0.8773 -3.9187 1.3503  -0.154
H: -2.4614 0.5705 2.0222  0.114
H: -2.6376 -0.1840 -0.9330  0.108
H: -1.7370 1.1910 -0.2724  0.088
H: -3.9651 1.8907 -1.1028  0.119
H: -3.7834 2.1851 0.6165  0.127
H: -5.2862 -0.1532 -0.6556  0.125
H: -6.0017 1.2108 0.1752  0.128
H: -5.8658 -0.8068 1.6536  0.132
H: -4.9369 0.5270 2.3071  0.126
H: -3.8292 -1.7931 0.6673  0.097
H: -3.6706 -1.6247 2.4082  0.102
H: 0.3390 -2.0524 3.1108  0.123
H: -0.9802 -2.1363 5.0124  0.140
H: -2.1201 -2.4279 3.7311  0.102
H: -2.9935 -0.8979 5.4919  0.135
H: -2.9998 -0.1025 3.9436  0.091
H: -0.9353 0.2733 6.1572  0.131
H: -2.1168 1.4453 5.6174  0.127
H: 0.1413 1.9158 4.6702  0.119
H: -1.0086 1.5749 3.3904  0.105
H: 0.9682 -0.4032 4.6357  0.139
H: 1.1623 0.3172 3.0529  0.065
H: 0.6222 -2.5118 0.8147  0.113
H: 0.0134 -3.3176 -1.2729  0.119
H: -0.5846 -1.6478 -1.3103  0.067
H: -2.2019 -3.2436 -2.3026  0.123
H: -2.8903 -2.4477 -0.9041  0.090
H: -1.6922 -5.2598 -0.9618  0.128
H: -3.3914 -4.8639 -0.8369  0.131
H: -2.3839 -5.4342 1.3886  0.134
H: -3.0385 -3.8207 1.3736  0.103
H: -0.1272 -4.6529 1.0413  0.137
H: -0.7809 -3.8396 2.4334  0.106

Forces on atoms 1 to 3 (eV/Å):
-0.0120 0.6142 0.2386
-0.0040 0.0093 -0.0008
-0.0016 0.0244 0.0070

ΔE to the lowest compared entry with this formula, charge and spin in eV: 0.000
Lowest unoccupied orbital energy in Ha: -0.4204
Kohn-Sham gap in eV: 7.2
Net charge: +4

***

Entry 3:
Molecular formula: C32H56B3FO19
Method: DFT, the ωB97M-V functional and the def2-TZVPD basis

Last column: Löwdin charge in e.
Element x y z (Å)
C: -4.5686 1.2080 4.2271  -0.087
O: -5.2036 -0.0471 4.0125  -0.168
C: -4.9996 -0.5504 2.7204  -0.264
C: -3.6005 -1.1251 2.5262  -0.159
C: -3.3773 -2.0545 1.3104  -0.171
C: -4.4936 -2.1799 0.2602  -0.197
C: -4.0631 -1.7686 -1.1550  -0.206
C: -2.8922 -2.5870 -1.7095  -0.189
C: -1.8834 -1.7386 -2.5280  -0.185
C: -2.0948 -1.8840 -4.0576  -0.195
C: -2.5187 -0.5416 -4.6448  -0.224
C: -2.6485 -0.5515 -6.1587  -0.192
C: -2.6541 0.9013 -6.7140  -0.037
B: -4.0635 1.4382 -7.1080  -0.507
O: -5.1673 0.6462 -7.3700  0.275
B: -6.3811 1.2721 -7.2080  -0.306
O: -6.5169 2.4659 -6.5319  0.313
B: -5.3026 3.0369 -6.2476  -0.802
F: -5.0904 3.6822 -5.1618  0.344
O: -4.2978 2.8191 -7.1515  0.332
H: -3.9075 1.1348 5.0866  0.054
H: -4.0109 1.5278 3.3524  0.084
H: -5.3195 1.9744 4.4196  0.087
H: -5.1375 0.2495 1.9852  0.122
H: -5.7466 -1.3029 2.4860  0.114
H: -3.3607 -1.6773 3.4302  0.111
H: -2.8724 -0.3224 2.5046  0.097
H: -3.1338 -3.0396 1.6797  0.076
H: -2.4773 -1.7265 0.8066  0.078
H: -5.4141 -1.6460 0.4725  0.091
H: -4.7682 -3.2290 0.1674  0.106
H: -4.9102 -1.9351 -1.8154  0.106
H: -3.8792 -0.6959 -1.1588  0.110
H: -3.2882 -3.3942 -2.3176  0.101
H: -2.3234 -3.0557 -0.9102  0.079
H: -0.8625 -1.9387 -2.2382  0.088
H: -2.0873 -0.7101 -2.2588  0.088
H: -1.1565 -2.2100 -4.4987  0.106
H: -2.8349 -2.6511 -4.2650  0.104
H: -3.4687 -0.2673 -4.1822  0.125
H: -1.7767 0.1798 -4.3236  0.112
H: -1.7632 -1.0441 -6.5560  0.109
H: -3.5189 -1.1055 -6.4909  0.109
H: -1.9265 1.0325 -7.5067  0.115
H: -2.3101 1.5527 -5.9149  0.112
H: -7.3704 0.7847 -7.6437  0.116
C: 3.2675 1.6367 -0.0471  -0.012
C: 2.4714 0.3706 -0.2160  -0.308
C: 1.3421 0.4862 -1.2117  -0.078
O: 0.4071 -0.4864 -0.7130  0.045
C: 0.5922 -0.5638 0.6239  -0.538
O: -0.1696 -1.0918 1.3743  0.150
O: 1.7506 0.0344 0.9891  0.092
H: 4.0477 1.5041 0.6973  0.062
H: 3.7310 1.9341 -0.9866  0.094
H: 2.6287 2.4495 0.3017  0.102
H: 3.1300 -0.4686 -0.4559  0.162
H: 1.6402 0.2520 -2.2306  0.144
H: 0.8636 1.4675 -1.1956  0.138
C: 8.7978 2.1221 4.1276  -0.022
C: 7.4590 2.1196 3.4324  -0.327
C: 7.0876 0.7953 2.8097  -0.087
O: 6.2389 1.2012 1.7275  0.049
C: 6.6449 2.4388 1.3458  -0.550
O: 6.3248 2.9744 0.3323  0.158
O: 7.4682 2.9794 2.2769  0.090
H: 9.0184 3.1084 4.5349  0.088
H: 8.8100 1.3977 4.9419  0.093
H: 9.5960 1.8797 3.4248  0.093
H: 6.6764 2.4743 4.1080  0.160
H: 6.5590 0.1320 3.4896  0.142
H: 7.9499 0.2702 2.3921  0.142
C: 0.0297 -1.6725 4.4931  -0.021
C: -0.2112 -0.2549 4.9389  -0.321
C: 0.5051 0.1345 6.2096  -0.094
O: -0.3579 1.1479 6.7478  0.063
C: -1.6158 0.8593 6.3202  -0.552
O: -2.6140 1.3375 6.7600  0.151
O: -1.5835 -0.0558 5.3242  0.078
H: -0.5358 -1.8825 3.5888  0.057
H: 1.0866 -1.8428 4.2880  0.099
H: -0.3018 -2.3823 5.2542  0.094
H: 0.0144 0.4411 4.1259  0.159
H: 1.5043 0.5272 6.0371  0.136
H: 0.5594 -0.6865 6.9289  0.138
C: 5.3534 6.6563 -0.9441  -0.018
C: 4.9365 5.4156 -1.6926  -0.330
C: 4.7675 5.6158 -3.1807  -0.092
O: 3.7879 4.6208 -3.5087  0.065
C: 3.0229 4.4429 -2.4023  -0.568
O: 1.9802 3.8679 -2.3860  0.149
O: 3.6097 4.9997 -1.3163  0.081
H: 5.4341 6.4511 0.1230  0.087
H: 6.3171 7.0170 -1.3038  0.092
H: 4.6107 7.4468 -1.0644  0.091
H: 5.6204 4.5922 -1.4750  0.139
H: 5.6846 5.4561 -3.7423  0.139
H: 4.3579 6.5977 -3.4312  0.139
C: -1.4673 -7.1850 0.0960  -0.022
C: -0.8366 -6.5404 1.3056  -0.327
C: -1.1197 -5.0641 1.4340  -0.098
O: 0.0323 -4.5986 2.1485  0.060
C: 1.0620 -5.4208 1.8215  -0.556
O: 2.2077 -5.1919 2.0391  0.161
O: 0.5992 -6.5441 1.2098  0.084
H: -1.2097 -8.2429 0.0443  0.086
H: -2.5529 -7.0914 0.1318  0.091
H: -1.1013 -6.7207 -0.8208  0.092
H: -1.1154 -7.0798 2.2149  0.159
H: -2.0310 -4.8508 1.9856  0.129
H: -1.1557 -4.5518 0.4693  0.130

Forces on atoms 1 to 3 (eV/Å):
-0.1827 -0.0843 0.2311
-0.1210 0.0156 -0.0011
0.4596 0.1135 -0.6550

Lowest unoccupied orbital energy in Ha: 0.0076
Kohn-Sham gap in eV: 9.0

***

Entry 4:
Molecular formula: C32H56CoN2O3P2
Method: DFT, the ωB97M-V functional and the def2-TZVPD basis

Last column: Löwdin spin population.
Element x y z (Å)
Co: -0.7047 -0.4415 -3.8334  1.160
C: -2.4114 2.1253 -0.4934  0.334
C: -2.9243 1.2385 -1.4837  0.310
C: -2.3641 -0.0112 0.3711  0.324
C: -2.0992 1.3547 0.6602  0.319
C: -2.9074 -0.0877 -0.9479  0.297
C: -2.3169 3.5924 -0.6318  0.047
H: -1.9200 3.8785 -1.6161  0.009
H: -1.6637 4.0264 0.1361  0.001
H: -3.3067 4.0660 -0.5282  0.021
C: -1.6702 1.8535 1.9774  0.050
H: -1.4938 2.9353 1.9626  0.000
H: -0.7601 1.3447 2.3307  0.016
H: -2.4342 1.6552 2.7476  0.019
C: -2.1814 -1.1120 1.3342  0.056
H: -2.9499 -1.0749 2.1268  0.020
H: -1.2032 -1.0371 1.8359  0.014
H: -2.2465 -2.0939 0.8523  0.001
C: -3.4637 -1.2766 -1.6100  0.043
H: -4.5666 -1.2410 -1.6231  0.017
H: -3.1710 -2.1993 -1.0945  0.000
H: -3.1291 -1.3572 -2.6609  0.011
C: -3.4727 1.6343 -2.7875  0.043
H: -4.5136 1.9922 -2.6953  0.019
H: -3.4751 0.7938 -3.4983  0.002
H: -2.8883 2.4514 -3.2393  0.006
C: 0.8970 0.3368 -3.5628  -0.027
C: -0.1669 1.3095 -3.8215  -0.045
C: -0.4793 1.7776 -5.2171  -0.011
C: -1.3002 0.7702 -6.0751  -0.012
C: -1.3570 -0.6273 -5.5234  -0.027
C: -0.1467 -1.3922 -5.2761  -0.035
C: 1.2076 -0.8616 -5.7483  -0.009
C: 1.8807 0.0383 -4.6810  -0.010
H: 0.4272 2.0971 -5.7451  -0.003
H: -0.9441 0.8070 -7.1101  -0.004
H: -1.0743 2.6962 -5.1242  0.000
H: 2.3064 0.9377 -5.1616  -0.003
H: 1.3020 0.1793 -2.5580  0.009
H: -0.5118 1.9542 -2.9957  0.004
H: 2.7421 -0.5011 -4.2507  0.000
H: 1.8559 -1.7335 -5.9316  -0.001
H: -0.1504 -2.4870 -5.1346  0.005
H: 1.1202 -0.3437 -6.7169  -0.002
H: -2.3353 1.1308 -6.1318  0.000
H: -2.3276 -1.1357 -5.6164  0.007
P: 1.5412 2.2804 -0.2156  0.033
C: 1.5587 2.8797 1.5221  0.004
H: 2.5338 3.3460 1.7098  0.001
H: 1.4092 2.0288 2.2048  0.001
H: 0.7575 3.6130 1.6758  0.000
C: 3.3061 1.7843 -0.2631  0.006
H: 3.8874 2.5797 0.2200  0.001
H: 3.6343 1.6564 -1.3013  0.000
H: 3.4148 0.8340 0.2874  0.000
C: 1.6942 3.9308 -1.0120  0.006
H: 1.8232 3.8004 -2.0932  0.000
H: 2.5608 4.4553 -0.5885  0.001
H: 0.7792 4.5101 -0.8308  0.000
P: 0.8880 -2.3455 -0.3859  0.540
C: -0.2384 -3.0329 -1.7237  0.090
H: 0.2972 -3.7110 -2.4059  0.016
H: -0.5428 -2.1290 -2.3088  0.007
H: -1.1450 -3.5308 -1.3582  0.000
C: 2.3695 -2.4021 -1.5009  0.058
H: 2.0147 -2.4623 -2.5424  0.002
H: 3.0298 -3.2459 -1.2790  0.009
H: 2.9259 -1.4641 -1.3883  0.005
C: 1.0050 -3.6539 0.8827  0.077
H: 0.7580 -4.6455 0.4859  0.014
H: 0.2602 -3.3845 1.6491  0.005
H: 1.9853 -3.6452 1.3518  0.000
C: -1.1193 -2.2130 5.2506  0.000
C: 0.3837 -2.3544 5.0689  0.000
C: 1.2285 -1.0527 5.2035  0.000
C: 1.2375 -0.4872 6.6478  0.000
C: -0.0854 -0.0369 7.2276  0.000
C: 2.6774 -1.4284 4.8714  0.000
O: 3.4906 -1.8678 5.6715  0.002
N: 3.0277 -1.2859 3.5349  0.004
C: 2.2755 -0.6710 2.5302  0.004
O: 2.6961 -0.7859 1.3668  0.101
N: 1.1683 0.0114 2.8844  0.022
C: 0.7398 -0.0042 4.1610  0.001
O: -0.1387 0.8178 4.5087  0.008
H: -1.4104 -2.4748 6.2740  0.000
H: -1.6402 -2.8980 4.5718  0.000
H: -1.4552 -1.1911 5.0371  0.000
H: 0.7856 -3.0691 5.8047  0.000
H: 0.5923 -2.7847 4.0740  0.000
H: 1.6941 -1.2451 7.3020  0.000
H: 1.9204 0.3772 6.6444  0.000
H: -0.7074 -0.8812 7.5396  0.000
H: 0.1099 0.5927 8.1014  0.000
H: -0.6082 0.5607 6.4732  0.000
H: 3.9222 -1.6369 3.2490  0.000

Forces on atoms 1 to 3 (eV/Å):
-3.3333 -2.1732 4.7324
-0.1189 -0.0350 -0.1786
0.0109 -0.5819 0.4743

Multiplicity: 5
ΔE to the lowest compared entry with this formula, charge and spin in eV: 2.765
Lowest unoccupied orbital energy (spin up / spin down) in Ha: -0.0975 / -0.2433
⟨S²⟩: 6.12
Kohn-Sham gap (spin up / spin down) in eV: 7.9 / 4.0
Net charge: +1